{"formula": "C48H40Cl3N5O5OsPSe", "method": "the ωB97M-V functional and the def2-TZVPD basis", "elements": ["Os", "Se", "Cl", "Cl", "Cl", "P", "O", "O", "O", "O", "O", "N", "N", "N", "N", "N", "C", "C", "C", "C", "C", "C", "C", "C", "C", "C", "C", "C", "C", "C", "C", "C", "C", "C", "C", "C", "C", "C", "C", "C", "C", "C", "C", "C", "C", "C", "C", "C", "C", "C", "C", "C", "C", "C", "C", "C", "C", "C", "C", "C", "C", "C", "C", "C", "H", "H", "H", "H", "H", "H", "H", "H", "H", "H", "H", "H", "H", "H", "H", "H", "H", "H", "H", "H", "H", "H", "H", "H", "H", "H", "H", "H", "H", "H", "H", "H", "H", "H", "H", "H", "H", "H", "H", "H"], "xyz": [[0.28991, 0.31700, 0.85828], [-2.00531, -2.05315, 2.92572], [1.62390, 4.47940, -5.17608], [0.66476, -0.40512, -3.03883], [-2.66822, 2.19898, -1.03425], [2.67325, 0.07522, 0.69411], [0.65603, -0.12578, 4.68538], [-3.97462, -2.82712, -3.28737], [-1.02468, 2.85565, 1.00891], [0.74657, -0.71248, 2.53002], [-0.05948, 1.65667, -0.65805], [-3.91535, -3.08793, 4.79824], [-3.82522, -0.63316, -2.76524], [-0.64021, -1.54239, -0.16670], [-4.80751, -2.64575, 2.87261], [0.29234, 2.49931, -3.23471], [-5.26940, -3.41032, 4.89897], [3.37216, 1.12633, -1.80787], [1.34842, 0.58351, -4.26654], [3.33401, 1.34555, -0.43036], [2.48349, 2.17954, -6.21847], [-1.96571, 5.25413, -2.55685], [-1.61135, -3.44385, -1.91219], [-7.19131, -3.33067, 3.42833], [3.57542, 2.63260, 0.05257], [-3.42737, -1.92787, -2.68214], [2.68577, 0.80776, -6.23133], [3.46901, -1.53855, 0.38657], [-2.24045, -2.21067, -1.80139], [3.19750, -2.54110, 1.32214], [4.29720, -1.82126, -0.69615], [-3.63547, -2.62500, 3.55533], [3.37001, 0.48226, 2.32969], [-2.95292, -3.22912, 5.87451], [2.13456, 0.00739, -5.24185], [-0.87823, 2.67014, -0.30767], [3.89390, 3.66454, -0.82057], [-7.94773, -3.83318, 4.47817], [1.07698, 1.96016, -4.25498], [-0.49153, -3.70405, -1.14347], [-7.37155, -4.11697, 5.71755], [4.84739, -3.08980, -0.83999], [1.69896, 2.75430, -5.23734], [-5.84393, -3.12588, 3.66694], [4.72136, 0.83245, 2.37463], [4.58702, 1.14577, 4.74659], [-0.02288, -2.71840, -0.29214], [-2.14795, 4.61681, -4.90049], [-0.51375, 4.01563, -0.94271], [-1.11876, 1.58485, 1.71329], [-1.21807, 3.63849, -4.71155], [-0.63704, 3.45277, -3.42592], [3.97164, 3.42737, -2.18587], [3.71226, 2.15452, -2.67611], [1.23028, -0.14216, 3.63024], [-2.50639, 5.45040, -3.82800], [-6.01823, -3.91001, 5.95034], [3.75343, -3.80164, 1.17520], [5.32977, 1.15799, 3.57316], [-1.05832, 4.24962, -2.31564], [-1.73814, -1.30167, -0.89004], [2.63985, 0.41108, 3.51973], [4.57749, -4.07959, 0.09022], [3.25700, 0.76719, 4.71594], [-3.35859, 0.13247, -2.30727], [2.30380, -1.06035, -5.22749], [-3.22834, 6.24148, -3.98307], [4.09030, 4.65465, -0.42820], [-2.61404, 4.73987, -5.86858], [-9.00613, -4.00715, 4.33437], [0.58023, 4.04661, -0.96333], [-2.72765, -4.28145, 6.04722], [5.29929, 0.85233, 1.45743], [2.54639, -2.33394, 2.16368], [2.66594, 0.71396, 5.61990], [-0.98737, 1.80067, 2.76933], [-0.93529, 2.97599, -5.51954], [-4.60383, -0.42849, -3.36806], [-4.87136, -2.35266, 1.91452], [-2.27190, 5.89246, -1.73892], [6.38094, 1.41523, 3.59214], [-2.10957, 1.15159, 1.54110], [-2.04607, -2.70314, 5.59074], [3.76998, 1.96100, -3.74089], [5.49535, -3.29820, -1.68215], [0.34947, 2.05833, -2.28226], [2.95642, 2.81557, -6.95342], [-2.22445, -0.35323, -0.69698], [3.54513, -4.56633, 1.91188], [-5.57208, -4.12919, 6.91170], [4.23565, 4.22960, -2.86428], [5.05113, 1.41508, 5.68643], [-2.02080, -4.17617, -2.59667], [0.85645, -2.86794, 0.31984], [-0.87244, 4.78349, -0.26326], [-7.63440, -3.10915, 2.46569], [5.01578, -5.06319, -0.02007], [3.51780, 2.83034, 1.11511], [0.01624, -4.65695, -1.19494], [-3.36127, -2.79148, 6.78460], [3.28857, 0.36102, -7.01098], [4.55229, -1.05473, -1.41327], [-7.99222, -4.50762, 6.51368], [3.13606, 0.14891, -2.21025]], "atomic_forces_ev_per_a": [[-0.1, -0.5, 0.5], [-0.3, -0.1, 0.0], [0.1, 0.0, 0.0], [-0.2, -0.2, 0.0], [-0.1, 0.0, 0.0], [0.2, 0.3, 0.0], [-0.1, 0.0, 0.1], [0.0, 0.0, 0.0], [-0.3, -0.2, -0.1], [0.0, 0.0, 0.1], [-0.1, 0.1, 0.0], [0.0, 0.0, 0.1], [0.0, -0.1, 0.0], [0.1, 0.4, -0.2], [-0.2, -0.1, 0.0], [0.0, -0.1, 0.1], [0.2, 0.0, 0.1], [0.1, 0.0, 0.0], [-0.2, 0.1, -0.1], [-0.1, 0.0, 0.0], [0.1, -0.1, -0.1], [0.0, 0.1, -0.1], [0.0, -0.1, 0.0], [0.0, 0.0, 0.0], [0.0, 0.0, -0.1], [-0.1, 0.1, 0.0], [0.0, 0.0, 0.0], [-0.1, 0.0, -0.2], [0.0, 0.0, 0.0], [0.0, 0.0, 0.0], [0.0, 0.0, 0.1], [0.1, 0.0, 0.0], [0.1, 0.0, 0.0], [-0.1, 0.0, 0.0], [0.1, 0.0, -0.1], [0.4, 0.0, 0.2], [0.0, 0.0, 0.0], [0.0, 0.0, 0.0], [0.1, -0.1, -0.3], [0.0, 0.0, 0.0], [0.0, 0.0, 0.0], [0.0, 0.0, 0.0], [-0.1, 0.0, 0.2], [0.1, 0.1, -0.2], [0.0, 0.0, 0.0], [0.0, 0.0, 0.0], [0.0, 0.0, 0.1], [-0.1, 0.0, 0.0], [0.0, -0.1, -0.1], [0.4, 0.0, -0.3], [0.0, 0.1, 0.0], [-0.1, -0.1, -0.1], [0.0, 0.0, 0.0], [0.1, 0.0, 0.0], [0.0, 0.0, -0.2], [0.0, 0.0, 0.0], [0.0, 0.0, 0.1], [0.0, 0.0, 0.0], [0.0, 0.0, 0.0], [-0.1, -0.1, 0.0], [0.0, -0.1, 0.1], [0.0, 0.0, -0.1], [0.0, 0.0, 0.1], [0.0, 0.0, 0.0], [0.0, 0.0, 0.0], [0.0, 0.0, 0.0], [0.0, 0.0, 0.0], [0.0, 0.0, 0.0], [0.0, 0.0, 0.0], [0.0, 0.0, 0.0], [0.0, 0.0, 0.1], [0.0, 0.0, 0.0], [0.0, 0.0, 0.0], [0.0, 0.0, 0.0], [0.0, 0.0, 0.0], [0.0, 0.0, 0.0], [0.0, 0.0, 0.1], [0.0, 0.0, 0.0], [0.1, 0.0, 0.0], [0.0, 0.0, 0.0], [0.0, 0.0, 0.0], [-0.1, 0.0, 0.1], [0.0, 0.0, 0.0], [0.1, 0.0, 0.1], [0.0, 0.0, 0.0], [0.1, 0.2, 0.0], [0.0, 0.0, 0.0], [0.1, 0.0, -0.1], [0.0, 0.0, 0.0], [0.0, 0.0, 0.0], [0.0, 0.0, 0.0], [0.0, 0.0, 0.0], [0.0, 0.0, 0.0], [0.0, 0.0, 0.0], [0.0, 0.1, -0.1], [0.0, 0.0, 0.0], [0.0, 0.0, 0.0], [0.0, 0.0, 0.0], [0.0, 0.0, 0.0], [0.0, 0.0, 0.0], [0.0, 0.0, 0.0], [0.0, 0.0, 0.0], [0.0, 0.0, 0.0], [0.0, 0.1, 0.0]], "total_energy_ev": -182778.3412, "spin_multiplicity": 5, "total_charge": 1, "homo_lumo_gap_ev": [6.517, 3.126], "e_homo_ev": [-8.915, -8.914]}